Entry 1:
{"formula": "C30H21ClCoN3O4S4", "method": "ωB97M-V/def2-TZVPD", "homo_energy_ev": [-4.51, -4.79], "spin_multiplicity": 2, "homo_lumo_gap_ev": [6.497, 7.017], "total_charge": -1, "elements": ["Co", "Cl", "S", "S", "S", "S", "O", "O", "O", "O", "N", "N", "N", "C", "C", "C", "C", "C", "C", "C", "C", "C", "C", "C", "C", "C", "C", "C", "C", "C", "C", "C", "C", "C", "C", "C", "C", "C", "C", "C", "C", "C", "C", "H", "H", "H", "H", "H", "H", "H", "H", "H", "H", "H", "H", "H", "H", "H", "H", "H", "H", "H", "H", "H"], "xyz": [[0.7848, 0.8145, 0.2051], [-4.9372, -1.3274, -2.6697], [-0.6542, -0.1624, 2.0949], [-0.9388, 1.6930, -1.2370], [1.3010, 2.6130, 1.6164], [2.6046, 1.4714, -1.1841], [1.7970, -2.3541, -0.9069], [-2.7425, -4.7034, -2.6285], [0.5938, -4.2318, -1.2981], [-4.7975, -4.2144, -1.9962], [-3.0109, -0.2377, -1.1143], [-0.6186, -0.8757, -0.5585], [2.2193, -0.4853, 1.1679], [-4.1292, 2.3930, 1.2744], [-0.5738, -2.1752, -1.2778], [3.3278, 4.4107, 1.5280], [-3.5544, -1.4321, -1.5838], [-1.7818, -2.3511, 0.7593], [0.6198, -1.1938, 2.8835], [-0.7580, -1.7743, -2.7071], [4.5097, 3.3682, -0.7398], [2.0094, -1.1080, 2.3169], [-5.7534, 2.2607, -0.4590], [-3.0597, -2.6709, -1.3869], [-1.5250, -0.0069, -1.3899], [3.6170, 0.0283, -0.7401], [-1.1073, -1.2107, 0.7343], [3.4518, -0.4747, 0.6548], [2.7343, 3.2872, 0.9213], [3.3518, 2.7855, -0.2322], [-5.0261, 1.2518, -1.0771], [4.4697, 4.9898, 1.0155], [-5.3071, 2.8509, 0.7097], [-1.2491, -0.5460, -2.7756], [0.7647, -3.0154, -1.1027], [4.5337, -1.0220, 1.3249], [-3.4157, 1.3718, 0.6725], [-3.6433, -3.8898, -2.0310], [4.3217, -1.6616, 2.5336], [3.0337, -1.7255, 3.0265], [-1.7708, -2.9403, -0.6340], [5.0829, 4.4616, -0.1190], [-3.8338, 0.7853, -0.5235], [-1.5494, -4.0051, -0.6035], [5.9845, 4.9095, -0.5162], [-1.8349, -4.3834, -2.5269], [3.2291, -0.7596, -1.3944], [4.8872, 5.8675, 1.4946], [-5.4054, 0.8486, -1.9961], [4.6578, 0.2420, -0.9768], [-1.5030, 0.0425, -3.6439], [2.8512, 4.8133, 2.4123], [-0.5111, -2.4367, -3.5265], [-5.8673, 3.6571, 1.1669], [-2.2577, -2.8229, 1.6068], [2.8105, -2.2558, 3.9432], [0.6270, -0.8806, 3.9281], [5.5196, -0.9735, 0.8830], [-3.7437, 2.8348, 2.1850], [0.2622, -2.2218, 2.8311], [-2.5212, 1.0392, 1.1535], [5.1430, -2.1201, 3.0688], [-6.6737, 2.6024, -0.9169], [4.9547, 2.9559, -1.6389]], "atomic_forces_ev_per_a": [[0.370, 0.263, 0.238], [-0.013, -0.091, -0.134], [0.407, 0.151, -0.824], [-0.270, -0.059, 0.337], [-0.108, -0.133, -0.019], [-0.753, -0.396, 0.840], [0.144, -0.131, 0.133], [-0.072, -0.103, -0.098], [0.028, -0.111, 0.015], [0.012, -0.027, -0.060], [0.302, 0.039, -0.185], [0.108, -0.270, -0.174], [-0.109, 0.191, -0.086], [0.051, 0.030, 0.007], [0.482, -0.531, 0.387], [0.116, 0.018, -0.097], [-0.073, -0.407, 0.252], [0.021, -0.064, -0.182], [-0.208, 0.216, -0.034], [0.049, 0.172, -0.106], [0.063, -0.013, -0.076], [0.092, -0.056, 0.111], [0.023, 0.029, 0.005], [-0.061, 0.116, 0.153], [-0.050, 0.557, -0.461], [-0.111, 0.177, -0.278], [-0.272, -0.127, 0.313], [0.160, -0.072, 0.018], [0.000, -0.064, 0.097], [-0.010, 0.062, -0.096], [0.021, 0.109, -0.071], [-0.066, -0.040, 0.049], [-0.054, 0.032, 0.014], [-0.071, -0.251, 0.173], [-0.484, 0.527, -0.405], [0.012, -0.004, -0.025], [-0.197, -0.082, -0.069], [-0.031, 0.057, 0.051], [-0.102, 0.001, -0.027], [0.062, -0.050, -0.020], [-0.220, 0.321, 0.066], [0.086, 0.004, -0.035], [0.119, -0.045, 0.186], [0.001, 0.025, 0.012], [-0.014, -0.012, -0.026], [0.128, 0.016, 0.030], [0.052, -0.050, 0.001], [0.014, -0.025, 0.028], [0.067, 0.089, -0.039], [0.016, -0.038, 0.009], [-0.009, -0.023, -0.017], [0.014, 0.026, 0.001], [0.072, 0.072, -0.016], [0.005, -0.019, 0.024], [0.043, 0.069, 0.062], [-0.002, 0.056, 0.028], [0.020, -0.052, 0.018], [-0.010, 0.012, -0.006], [-0.018, -0.014, 0.005], [0.008, -0.012, 0.061], [0.228, -0.074, -0.011], [0.000, 0.009, 0.008], [0.010, -0.031, -0.033], [-0.016, 0.033, -0.018]]}



Entry 2:
{"formula": "C3H5N3", "method": "ωB97M-V/def2-TZVPD", "homo_energy_ev": -8.63, "homo_lumo_gap_ev": 9.415, "de_lowest_ev": 3.186, "elements": ["N", "N", "N", "C", "C", "C", "H", "H", "H", "H", "H"], "xyz": [[-1.6930, -0.1028, 0.1516], [0.1970, 1.2038, -0.1273], [1.5249, 1.2818, -0.2819], [0.5076, -1.1590, 0.1874], [-0.3038, -0.1013, 0.0835], [2.5384, 0.7070, -0.5145], [-2.0707, -1.0292, 0.2938], [-0.2372, 2.0025, 0.3151], [1.5499, -1.0308, 0.4474], [0.1567, -2.1690, 0.0331], [-2.1698, 0.3970, -0.5882]], "atomic_forces_ev_per_a": [[-0.053, -0.068, -0.136], [-0.108, -0.076, -0.034], [0.852, -0.494, -0.186], [-0.134, -0.003, 0.087], [0.118, -0.198, -0.012], [-0.570, 0.975, 0.170], [-0.004, 0.161, 0.013], [0.122, -0.204, 0.111], [-0.100, -0.092, -0.309], [-0.231, 0.065, 0.311], [0.109, -0.065, -0.014]]}



Entry 3:
{"formula": "C28H38Cl4F18O12", "method": "ωB97M-V/def2-TZVPD", "homo_energy_ev": -10.74, "smiles": "CCOC(=O)C(F)(F)F.CCOC(=O)C(F)(F)F.CCOC(=O)C(F)(F)F.CCOC(=O)C(F)(F)F.CCOC(=O)C(F)(F)F.CCOC(=O)C(F)(F)F.ClCCCl.ClCCCl", "homo_lumo_gap_ev": 11.241, "de_lowest_ev": 1.883, "elements": ["Cl", "Cl", "Cl", "Cl", "F", "F", "F", "F", "F", "F", "F", "F", "F", "F", "F", "F", "F", "F", "F", "F", "F", "F", "O", "O", "O", "O", "O", "O", "O", "O", "O", "O", "O", "O", "C", "C", "C", "C", "C", "C", "C", "C", "C", "C", "C", "C", "C", "C", "C", "C", "C", "C", "C", "C", "C", "C", "C", "C", "C", "C", "C", "C", "H", "H", "H", "H", "H", "H", "H", "H", "H", "H", "H", "H", "H", "H", "H", "H", "H", "H", "H", "H", "H", "H", "H", "H", "H", "H", "H", "H", "H", "H", "H", "H", "H", "H", "H", "H", "H", "H"], "xyz": [[-0.4765, 1.1472, 1.1374], [0.2582, 0.6847, -2.2045], [3.7179, -0.6747, -3.2281], [3.8197, -3.6844, -4.9328], [2.5015, -5.3549, -1.8881], [4.8019, 5.0945, 0.3282], [-0.5286, 4.6202, 3.8927], [-0.5579, 0.5435, 5.7923], [-0.2246, -1.5593, 6.2447], [-3.1033, -0.5024, 1.9703], [0.1689, -2.2119, -3.5271], [-4.7612, 0.0217, 0.7170], [2.2448, -6.6370, -0.1137], [-0.7324, -3.7830, -2.4435], [1.6254, 4.5952, 4.4593], [5.9934, 6.0786, -1.1987], [4.1724, 6.9987, -0.5145], [3.8650, -5.1564, -0.1317], [-1.8382, -0.9070, 4.9223], [-1.4001, -3.4302, -4.5402], [-4.6265, 0.8590, 2.7526], [0.5204, 2.7844, 3.9481], [0.4037, -4.8347, 0.2031], [4.6999, 4.0232, -2.2538], [-2.3549, -1.1234, -4.0656], [1.0680, 0.1464, 3.7172], [-4.8555, -2.5771, 1.7018], [2.3749, 4.2661, 1.9576], [2.9027, 5.3371, -2.2347], [0.2456, 4.6576, 1.3490], [0.2769, -1.9451, 3.5352], [-6.1567, -1.3253, 3.0776], [2.0350, -3.2268, 0.2194], [-2.7072, -1.9636, -1.9755], [0.3824, -0.4351, -0.8854], [0.5293, 4.7349, -0.0720], [-4.4162, -0.2199, 1.9792], [2.1403, -0.2771, 2.7603], [4.5440, -3.2648, -3.3213], [4.7425, 5.8374, -0.7981], [-5.1883, -1.5291, 2.2772], [1.1982, 4.2834, 2.1805], [-0.5833, -0.6349, 5.2358], [2.5628, -5.4758, -0.5334], [-3.0196, 1.1669, -3.2233], [4.0736, 3.2250, -3.2853], [1.6120, -4.3393, 0.0002], [-0.6565, 5.5026, -0.6431], [4.2223, 3.8557, -4.7046], [-0.9786, -2.8126, -3.4098], [3.9834, 4.9787, -1.8423], [0.6652, 4.0353, 3.6487], [-0.6831, -0.3466, 0.2327], [-1.9556, -4.7708, 0.5636], [-2.1110, -1.8832, -3.0090], [-0.6695, -3.9762, 0.6111], [3.8248, -2.2906, -2.4625], [-7.2540, -2.3615, 3.1300], [0.3443, -0.8796, 4.0884], [-7.5060, -2.7247, 4.6192], [-3.4263, -0.1264, -3.9698], [2.7912, 0.9371, 2.2595], [-4.2716, -0.5560, -3.4416], [-1.6194, 4.8852, -0.4849], [3.0254, 1.6595, 3.0289], [3.0347, 3.2075, -3.0094], [4.6610, -4.2235, -2.7925], [4.4075, -2.2036, -1.5554], [4.6167, 2.2529, -3.1350], [-0.4539, 5.7054, -1.7007], [-0.5904, -1.2639, 0.8416], [2.3208, 1.4718, 1.3947], [-1.6727, -0.3212, -0.2677], [2.7931, -2.6019, -2.1343], [-0.6623, -3.1466, -0.1071], [5.2444, 3.7375, -5.1314], [-1.9566, -5.7126, 1.0648], [-8.2896, -3.4062, 4.8864], [5.5885, -2.9946, -3.5452], [-6.4925, -3.0910, 4.9338], [-0.4302, -3.6826, 1.6130], [3.3746, 3.5380, -5.3140], [-8.1187, -1.8978, 2.6871], [0.6115, 3.7332, -0.5118], [1.4069, -0.5124, -0.4570], [-2.5147, 0.9903, -2.2971], [0.3569, -1.4599, -1.3475], [-6.9698, -3.2416, 2.6264], [-3.6859, 0.0321, -4.9703], [-2.2837, -5.1181, -0.4413], [-2.7868, -4.2465, 1.0217], [2.7433, -0.9711, 3.3221], [3.7382, 0.6810, 1.8039], [4.0375, 4.8959, -4.6440], [1.4833, 5.2161, -0.2140], [-2.3603, 1.7473, -3.8557], [-3.9230, 1.8546, -3.0280], [1.5635, -0.7038, 1.9699], [-0.8134, 6.3833, -0.0401], [-7.6530, -1.8061, 5.1320]], "atomic_forces_ev_per_a": [[-0.202, 0.250, 0.362], [0.017, 0.778, -0.199], [-0.063, -0.073, 0.155], [-0.047, 0.341, 0.679], [0.373, -0.792, 0.599], [0.101, 0.354, 0.020], [0.756, 0.170, -0.172], [0.360, 0.972, 0.094], [-0.297, 1.078, -1.231], [-0.111, 0.373, 0.354], [0.833, 0.632, -1.129], [-0.200, 1.059, -0.521], [-0.076, -1.746, 0.066], [-0.827, 0.784, -1.093], [-1.212, -0.579, -0.377], [0.120, 0.078, -0.093], [-0.235, -0.209, -0.195], [-1.693, -0.789, -0.775], [-0.354, -0.164, -0.423], [1.055, 0.128, 0.597], [-0.088, -0.916, -0.563], [0.276, -1.351, 0.173], [1.048, -0.625, -0.702], [1.380, -1.528, -0.678], [-0.267, 0.840, 0.501], [0.909, -0.399, 0.536], [-0.871, 2.607, 1.416], [-0.169, -0.567, -0.097], [-0.354, -0.335, 0.054], [-0.393, -0.945, 0.325], [0.236, -0.323, 0.114], [-2.849, -0.736, 1.160], [-0.783, -0.643, -0.422], [0.122, 0.363, 0.105], [0.802, -2.793, 1.034], [-0.447, 0.110, -0.058], [0.812, -0.880, -0.092], [-1.929, 0.812, 0.380], [1.082, -1.499, -0.665], [0.233, -0.906, 0.634], [2.137, -2.548, -1.726], [0.128, 0.798, 0.279], [-0.274, -1.586, 2.639], [0.951, 3.783, -0.067], [-1.324, 0.686, -1.038], [1.075, -0.733, -0.775], [0.374, -0.033, 0.937], [-0.824, -1.578, 0.343], [0.499, -0.846, 0.984], [-0.411, -2.263, 1.110], [-0.937, 3.521, 0.534], [0.493, 2.091, -0.239], [0.080, -0.473, -2.045], [-0.827, -0.348, -1.104], [-0.637, 0.106, -0.219], [-0.402, -0.178, -0.597], [-1.184, -0.006, 0.307], [-0.326, 0.463, 1.844], [-0.240, -0.052, -1.517], [2.761, 0.644, -0.944], [0.261, 0.139, 2.232], [1.085, 1.502, -1.308], [-0.016, -0.393, -0.023], [1.511, 0.799, -0.585], [-0.051, 0.181, 0.247], [-0.431, -0.594, -0.096], [-0.434, 0.311, -0.065], [0.133, 0.241, 0.246], [-0.948, 0.772, -0.563], [-0.368, 0.142, 0.271], [-0.062, 0.793, 0.087], [-0.317, -0.562, 1.092], [0.456, -0.086, 0.611], [1.068, 0.267, -0.704], [-0.298, -0.048, 0.494], [-0.985, -0.303, 0.085], [0.778, -0.617, 0.931], [-0.315, -0.464, -0.470], [-0.569, 0.453, 0.068], [-1.099, -0.061, 0.218], [-0.036, 0.623, 0.562], [0.526, -0.604, -0.289], [-0.097, 0.279, -0.343], [-0.118, -0.005, 0.380], [-0.530, 0.901, -0.208], [0.096, -0.283, 0.549], [-0.524, 0.866, 0.431], [0.579, -0.661, -0.992], [-0.344, 0.418, -1.414], [0.438, 0.896, 0.241], [-0.017, 0.533, -0.111], [0.347, -0.252, -0.193], [0.546, -0.372, 0.111], [-0.029, 1.275, 0.379], [0.157, 0.398, -0.032], [0.320, 0.143, -0.072], [1.134, -1.335, -0.303], [0.171, -1.036, -0.532], [0.126, 0.583, -0.199], [-0.300, 0.784, 0.686]]}